Entry from OMol25: C31H30FeN8O5PS2 as an isolated structure (the ωB97M-V functional and the def2-TZVPD basis).

CARTESIAN COORDINATES (ANGSTROEM)
S (-1.59714, 2.35140, 1.39245)
P (1.05518, -1.18916, 0.99352)
C (1.04090, -4.89156, -0.70394)
H (-1.26649, -0.34204, 2.38374)
Fe (-0.74467, 1.04812, -1.21582)
H (-0.14222, -3.81575, 0.72048)
C (2.16054, -4.86607, -1.52478)
C (-0.59650, 3.27261, -3.37359)
H (3.26335, -1.73817, -0.85342)
C (0.82347, -2.85504, 3.22085)
H (1.37739, 0.16392, -3.47542)
H (3.43567, 2.71061, 2.65965)
C (1.11406, -1.90393, -4.05921)
C (-3.01977, 1.82213, 2.36571)
O (0.15225, -0.32506, 0.16977)
H (3.82286, -3.70342, -2.22705)
C (-3.98021, 1.16585, -0.74274)
N (0.95738, 5.33800, -0.66851)
C (-2.04400, 4.08555, 1.26898)
H (-3.03228, -2.27387, -1.55396)
N (1.17935, 3.38115, -0.84830)
C (-2.25929, -1.51041, -1.60196)
H (1.72836, -3.34536, 2.87909)
H (1.97384, -1.92543, -4.71454)
H (1.50606, 1.51323, 1.70756)
N (-3.63539, -0.08250, -0.52151)
H (-2.89261, 2.24245, 3.36405)
H (-2.38894, -1.10576, 4.46183)
C (-0.86375, 5.69539, -3.08246)
C (-0.34503, 4.45914, -2.63093)
C (0.72864, -3.78892, 0.07504)
H (0.64691, -4.08757, 4.96186)
N (-2.43292, -0.35724, -1.09697)
H (-3.02455, 4.17778, 0.80646)
C (3.52213, 1.65679, 2.42796)
S (-3.09499, 2.33300, -1.64258)
H (-5.79565, 0.79673, 0.06297)
C (-0.94646, -2.65152, 4.83410)
H (2.41188, -5.73234, -2.12416)
C (2.43706, 0.99007, 1.87787)
N (-5.17486, 1.55259, -0.18560)
H (-1.29754, 4.57737, 0.64483)
C (4.70132, 0.97391, 2.68671)
O (-0.25218, 2.12671, -2.97583)
H (5.71437, -0.92035, 2.62301)
H (-1.41925, -2.98259, 5.75017)
H (-1.61469, 4.26105, -4.85580)
O (1.67718, 4.29924, 0.09046)
C (-1.04673, -1.72918, -2.40257)
O (0.96806, 2.21425, -0.53634)
H (-1.44309, -3.78058, -2.88388)
H (3.80277, -2.11711, 1.64927)
H (0.41304, -5.77293, -0.66626)
H (-3.93691, 2.16984, 1.89250)
C (0.26430, -1.80991, 2.48518)
H (-2.01853, 4.50192, 2.27662)
C (0.47700, 4.45071, -1.48702)
H (-5.60293, 2.35930, -0.60589)
N (-0.25671, -0.66123, -2.56579)
C (0.79144, -0.74183, -3.37440)
H (-3.03475, 0.73550, 2.39861)
N (-1.21836, 3.38076, -4.57126)
C (-0.88486, -1.18205, 2.93742)
H (-1.61884, 2.53441, -4.93590)
C (-0.78660, -2.93437, -3.04015)
N (-1.33414, 6.67145, -3.48143)
C (3.71982, -1.05687, 1.85924)
C (2.54243, -0.36532, 1.57178)
C (1.53733, -2.65290, 0.04471)
O (-0.42073, 2.27272, 2.30609)
C (0.31387, -3.01940, -3.87774)
C (0.21577, -3.27465, 4.39172)
H (5.54676, 1.49730, 3.11533)
H (0.53870, -3.94644, -4.38968)
C (4.79833, -0.38457, 2.40963)
C (2.95587, -3.73044, -1.57929)
C (2.64271, -2.62532, -0.80143)
C (-1.49378, -1.60381, 4.11090)

2S+1 = 6
energy relative to the best compared isomer or geometry (same formula, charge and spin) = 1.8173 eV
lowest unoccupied orbital energy (spin up / spin down) = -0.3524 / -0.6955 eV
total energy = -120135.7133 eV
net charge = 0
orbital gap (spin up / spin down) = 7.18 / 6.77 eV

Atomic partial charges in e from the Löwdin method, atoms 1 to 5: S 0.758; P 0.841; C -0.078; H 0.065; Fe 0.673